Below is a molecular structure, C30H18BBrF9N4OPRu in a non-equilibrium geometry, with properties calculated with wB97M-V/def2-TZVPD.

Last column: Löwdin charge in e.
CARTESIAN COORDINATES (ANGSTROEM)
Br 2.46956 -0.58041 1.84817  1.066
C 2.70632 1.67836 3.39996  -0.252
H -2.60218 0.23338 -0.77577  0.104
C -0.66862 3.37361 -2.64758  -0.054
C 1.39809 2.35156 -1.11017  -0.098
Ru 0.63072 -1.17997 0.33899  0.907
C 0.48780 3.01230 2.44830  -0.212
H 0.09718 -1.22297 3.80337  0.107
C 0.77375 1.75141 1.95323  -0.289
F -0.38817 -0.50755 -5.25937  0.139
C -2.87240 0.49161 0.23942  -0.105
N -1.49284 -2.64212 1.43437  -0.057
C -4.54121 0.58313 1.96609  -0.056
C 1.26952 -5.19362 -1.18698  -0.036
C 0.72667 -0.39430 -4.54017  -0.134
C 3.08131 0.07635 -4.40516  -0.133
N 0.95789 -3.22272 -0.20266  -0.089
C 2.39228 2.93554 3.89573  -0.119
C 0.69460 -0.59618 -3.17465  -0.123
H -1.51428 1.42115 3.20967  0.105
F 4.14333 0.04996 -2.31617  0.128
H -0.94257 -5.55273 -1.31767  0.132
C -2.24820 -3.05042 2.45560  -0.031
H 2.21630 1.95181 -0.52203  0.111
H -2.06069 -2.67554 4.63092  0.107
C 1.68173 3.15142 -2.20336  -0.055
H 1.74046 -6.05365 -1.62792  0.104
O 1.86579 -0.56921 -1.07533  -0.271
H 2.71053 3.38227 -2.44739  0.118
H -1.98985 2.41406 -1.27941  0.098
H -4.93371 0.01504 -0.06704  0.116
B -1.44688 -2.86849 -0.09351  -0.399
H -3.84221 1.14206 3.91603  0.115
F 3.78137 1.05231 3.85843  0.105
C 1.89937 1.09653 2.43583  -0.538
N -0.24404 -3.77905 -0.42728  -0.074
H 2.93363 -3.81424 -0.57859  0.119
C 1.88731 -4.06213 -0.65109  -0.106
C -2.25753 1.12567 2.47942  -0.087
H -5.56875 0.46302 2.28224  0.114
H -2.47316 -3.31269 -0.50536  0.099
N -0.50130 -1.86163 1.88440  -0.151
C 3.03554 -0.11647 -3.04209  -0.137
F 4.22274 0.40791 -5.00376  0.143
C -0.95990 2.58053 -1.54563  -0.062
C -0.59972 -1.79731 3.21516  -0.123
H -3.10164 -3.68578 2.28877  0.136
C 0.64656 3.65305 -2.98198  -0.053
F 3.15252 3.49271 4.81647  0.173
C -1.70538 -2.53414 3.62600  -0.027
C 0.07442 2.04915 -0.77965  -0.322
C 1.84262 -0.46639 -2.38139  -0.258
H -1.13221 -1.72658 -0.55555  0.063
F 0.98269 4.80557 3.88383  0.168
F 1.95912 0.12747 -6.47375  0.149
F -0.48080 -0.88018 -2.58361  0.078
H 0.86703 4.27570 -3.83893  0.115
F -0.56052 3.67802 1.98819  0.140
C 1.92225 -0.06303 -5.16083  -0.126
P -0.17096 0.93774 0.63491  1.015
C -1.90194 0.91649 1.14984  -0.338
C -3.57395 0.96667 2.88294  -0.056
C 1.27799 3.60773 3.41720  -0.121
C -4.18778 0.33808 0.64672  -0.053
C -0.08722 -4.96370 -1.03249  -0.047
H -1.47838 3.78379 -3.23590  0.115

## Properties
Calculated total energy (eV): -146450.8137
ΔE to the lowest compared entry with this formula, charge and spin (kcal/mol): 9.07
Spin multiplicity: 2
Total charge: +1
Largest force on an atom (eV/A): 1.2
Kohn-Sham gap (alpha / beta) (eV): 7.5 / 5.8
E_LUMO (alpha / beta) (eV): -3.83 / -5.31

---

Below is 9 unconnected molecules or ions with the total composition C25H64NO8S8 in a non-equilibrium geometry, with properties calculated with wB97M-V/def2-TZVPD.

Last column: Löwdin charge in e.
CARTESIAN COORDINATES (ANGSTROEM)
H -1.05944 -2.24984 3.61845  0.126
H 3.66766 -3.92226 3.97474  0.120
H 1.43122 -10.41796 -2.11150  0.062
H 0.30539 -4.51361 3.62968  0.153
C -2.08075 5.56034 -2.75534  -0.279
C 5.61094 -1.40517 3.46367  0.060
H 3.62950 -2.90311 -2.55171  0.060
H 3.37978 -6.65745 -3.30348  0.046
C -10.60684 10.80350 -2.42347  -0.269
C 2.15707 -4.82068 2.58953  -0.128
C -0.14973 3.20418 0.52173  -0.273
H -11.96602 8.30613 -2.14062  0.054
H -7.32111 10.32908 -0.73714  0.014
H 2.19859 -5.40825 -3.75482  0.052
H 2.76618 -2.64246 -6.58187  0.060
H 7.34632 -5.89870 2.03370  0.048
C -4.92194 11.19129 1.90371  -0.270
H -1.03525 5.31583 -2.94581  0.043
O -1.77764 5.64265 -0.10981  -0.569
H 3.95184 -5.05655 -3.82820  0.058
H 0.24222 3.99373 1.16310  0.068
O 1.50380 -7.56465 -2.10119  -0.586
H 2.22201 2.64616 1.93390  0.064
H -0.07964 -0.61383 3.60572  0.104
C 0.94481 -3.86247 2.96669  -0.250
C 1.53416 -8.85064 0.22795  -0.259
C 0.10634 -1.96869 1.81093  -0.150
H 2.02376 -5.75635 3.21069  0.126
C 8.05294 -5.60727 2.81061  -0.258
C 0.44006 -9.99777 -1.93511  -0.261
H 1.77307 -7.95821 0.80614  0.034
C -0.08955 -1.71094 3.38663  -0.098
H 2.79649 -2.75292 -0.98626  0.025
H -11.65872 10.82174 -2.71182  0.054
H 6.07625 -1.05123 4.40986  0.055
H -3.86036 11.14134 2.14366  0.049
S 0.16512 1.59525 1.26252  0.785
H -10.07355 11.59532 -2.94839  0.051
H -7.39012 10.14301 1.03225  0.062
H 9.42468 -3.82371 4.55470  0.056
H 8.92999 -5.28774 5.45762  0.060
H -4.29422 7.23714 -2.09531  0.062
H -2.65256 4.63812 -2.63839  0.053
H 2.01709 -5.15020 1.51693  0.101
O 6.17815 -5.33461 4.68442  -0.553
O -0.34940 1.63362 2.66466  -0.551
C -3.96160 6.68887 -1.21309  -0.270
S -2.16925 6.53741 -1.24143  0.830
H -7.21864 11.76932 0.30420  0.055
H 0.28550 -3.94483 0.88002  0.183
C 2.82436 -3.29941 -1.93048  -0.261
O 0.06714 -2.88195 -4.23637  -0.570
S 7.20350 -4.51773 3.96991  0.786
H 8.41058 -6.49731 3.33037  0.060
H -0.85497 -1.25831 -6.52066  0.053
H -2.47216 6.14340 -3.58976  0.052
H -10.80599 8.51270 -0.79320  0.058
N 0.11473 -3.45900 1.76913  0.080
H -4.24574 7.24030 -0.31793  0.009
H 0.93355 -9.52774 0.83707  0.056
H -10.50909 10.94985 -1.34670  0.056
H -5.25382 12.22977 1.94087  0.052
H -4.41847 5.69748 -1.19185  0.060
C 1.95983 1.76870 1.34175  -0.261
H 8.88990 -5.07388 2.35796  0.056
H 0.85315 -2.87434 4.92090  0.131
S -5.15744 10.54565 0.23662  0.836
C 3.93513 -2.99886 1.91691  -0.171
H 2.37254 0.87572 1.81312  0.033
H 2.80294 -3.59497 -5.08108  0.010
C 3.57807 -4.22223 2.88886  -0.185
H -0.84794 -3.70372 2.05261  0.179
C 1.18404 -2.59130 3.88381  -0.086
C 2.36997 -2.72418 -5.56887  -0.263
C 3.16760 -5.59080 -3.28854  -0.270
C 8.60688 -4.31522 5.08333  -0.262
O -4.84790 9.08622 0.27697  -0.565
H -5.48563 10.58991 2.61827  0.057
H -0.60991 -1.43596 1.11696  0.133
H 2.36047 1.86289 0.33142  0.056
H 2.61540 -1.82782 -4.99686  0.061
H 2.45774 -9.34160 -0.08136  0.065
H 2.11496 -1.98415 3.76436  0.116
C -6.94996 10.71540 0.21392  -0.268
O 4.50562 -5.16070 -1.02525  -0.553
C -10.92396 8.20666 -1.83384  -0.270
H 1.86425 -3.18666 -2.44106  0.032
H 0.31802 3.25100 -0.46258  0.059
H 4.36641 -5.01750 2.73730  0.111
C 4.86290 -2.05396 2.73694  -0.142
C 0.22540 -1.35404 -6.41409  -0.267
H -10.61400 7.16749 -1.94216  0.051
H 0.68983 -1.31763 -7.40030  0.056
O -8.49978 9.18013 -2.33818  -0.562
S 0.58806 -8.34965 -1.22344  0.821
H 0.60080 -0.54172 -5.78986  0.059
S -9.88151 9.22207 -2.89731  0.818
H -0.12677 -10.63869 -1.25857  0.056
H 4.45954 -3.40495 1.00408  0.102
H 8.29293 -3.69213 5.92083  0.050
H 3.00952 -2.45454 1.58859  0.073
S 3.11998 -5.04531 -1.57118  0.782
H -0.09140 -9.91496 -2.88296  0.054
H 1.07293 -1.44344 1.54243  0.113
H -1.22600 3.33040 0.41409  0.039
S 0.57919 -2.94135 -5.63857  0.817

## Properties
Calculated total energy (eV): -131499.7526
Total charge: +1
Largest force on an atom (eV/A): 3.3
Kohn-Sham gap (eV): 7.5
E_LUMO (eV): -2.44